# 1
C30H60O18 | ωB97M-V with the def2-TZVPD basis set

```
! wB97M-V def2-TZVPD RIJCOSX def2/J DEFGRID3
* xyz -1 2
O 0.8796 -2.4473 -6.9261
O -6.4602 -1.8125 0.5536
O 2.1118 -6.6093 0.2804
O -0.3211 -0.8263 -5.9409
O -0.5288 6.0555 0.7405
O 0.3554 1.6957 -2.9033
O -0.9391 2.4407 5.3973
O 0.1339 -0.6302 -8.0520
O -3.9674 2.8424 1.5357
O 2.7207 -2.7431 -1.8529
O 0.7880 4.3801 1.4648
O -1.2526 3.0294 7.4405
O -1.0134 0.8354 6.9646
O 1.0217 6.3058 2.4161
O 2.8907 0.8779 3.2533
O -7.3886 -3.6422 -0.6257
O 0.1721 -0.8325 1.7705
O -5.3890 -2.8969 -1.1444
C 0.1493 2.2369 -5.2030
C 2.2776 2.7010 -3.7352
C 0.6666 -1.0946 -9.3095
C -8.6453 -3.6228 0.0781
C 1.8416 3.8033 2.2056
C 1.3568 -4.4211 0.4871
C -4.2150 -2.0444 -1.0792
C -0.5387 -1.3140 -0.4597
C 3.3918 -2.4319 -2.8555
C 2.4657 0.1612 5.4888
C 3.8120 -5.1641 1.2310
C -1.0417 1.5665 4.3157
C -6.3953 -2.6904 -0.2987
C -2.4065 2.0802 0.0543
C 2.4017 -5.4951 0.6577
C 0.6442 7.6645 2.6239
C 0.3604 5.6491 1.4844
C -3.4838 1.9129 0.9817
C 0.2858 -1.4064 -6.9210
C 2.9407 -0.0889 4.0941
C -0.1482 -1.2637 -4.5917
C 3.1884 -1.5225 3.6617
C 1.6421 -0.0067 0.0580
C 0.9180 2.1911 -3.8876
C 4.3325 -1.1839 -2.7561
C -1.1194 1.9889 6.5939
C -1.3862 2.8316 8.7750
C 3.3467 -3.2700 -4.0812
C -3.9726 0.4817 1.1868
C 0.3372 -0.6450 0.5685
H -0.0778 -0.9519 -10.0928
H 1.7808 -3.5022 0.8920
H -1.6367 0.6757 4.5170
H -9.0967 -4.6034 0.2290
H -1.5677 -0.9557 -0.4888
H -3.6174 -2.1411 -0.1728
H 4.9401 -1.1065 -3.6577
H -0.8083 1.7317 -5.3289
H -1.8312 3.7144 9.2339
H -2.0289 2.0016 9.0686
H -4.1577 0.3676 2.2549
H 1.5627 -0.4926 -9.4607
H 1.1588 8.1023 3.4793
H 1.5745 0.7810 5.5874
H 2.7873 4.3348 2.0989
H 4.2146 -3.1682 -4.7327
H 1.0775 -4.2841 -0.5576
H -4.4713 -0.9896 -1.1780
H -3.4706 -2.3265 -1.8239
H -8.5019 -3.4001 1.1355
H -1.6326 2.1430 3.6040
H 2.0439 2.8745 1.6722
H 3.0141 1.9376 -3.9863
H 2.5581 3.5719 -4.3276
H 3.7294 -4.3599 1.9621
H 1.7165 0.9222 0.6234
H -9.3668 -2.8929 -0.2892
H 1.6120 3.6895 3.2651
H 2.5654 2.9832 -2.7225
H 0.8325 8.1654 1.6743
H -0.6106 -2.2503 -4.5602
H 4.2934 -6.0601 1.6229
H 0.8218 1.8960 -5.9902
H -0.1217 1.3484 3.7733
H 3.3419 -1.5376 2.5826
H 3.7597 -0.2658 -2.6253
H -0.4143 7.7234 2.8774
H -2.3039 3.1610 -0.0423
H 4.5044 -4.7757 0.4840
H 0.8755 -1.3067 -4.2201
H -1.5220 1.7239 0.5822
H 0.4604 -4.6241 1.0729
H 4.9422 -1.1994 -1.8527
H -0.4263 2.6446 9.2564
H 2.5405 -2.8741 -4.6988
H 3.1679 0.8403 5.9726
H 4.1303 -1.9274 4.0318
H -0.6486 -2.3956 -0.3813
H -3.2177 -0.2302 0.8528
H -0.6848 -0.6336 -3.8824
H 2.2887 -0.8025 5.9663
H 0.9347 -2.1489 -9.3771
H 2.4348 -2.2651 3.9236
H -0.1394 3.2586 -5.4497
H -4.9179 0.3472 0.6611
H 2.4723 -0.5858 0.4623
H -2.6058 1.7907 -0.9775
H 1.7894 0.1928 -1.0034
H -0.1459 -1.1674 -1.4658
H 3.2787 -4.3242 -3.8127
*
```

calculated total energy: -68934.0611 eV
orbital gap (alpha / beta): 1.632 / 9.320 eV
⟨S²⟩: 0.7505

=====

# 2
C3H5N3O | ωB97M-V with the def2-TZVPD basis set

```
! wB97M-V def2-TZVPD RIJCOSX def2/J DEFGRID3
* xyz 0 1
O -0.0170 1.1511 1.9528
N 1.7557 -1.0412 -0.1367
N -1.4921 0.0306 -0.9486
N 1.1204 0.4166 1.5930
C -0.4615 0.2419 0.0627
C 0.8436 -0.1551 0.4465
C -0.9867 1.0598 1.0357
H 2.6236 -1.0286 0.3908
H -2.1445 0.6673 -0.3688
H 1.9505 -0.8333 -1.1081
H -1.8690 -0.9174 -1.0342
H -1.3231 0.4083 -1.8851
*
```

calculated total energy: -9705.4047 eV
energy relative to the best compared isomer or geometry (same formula, charge and spin): 119.4 kcal/mol
orbital gap: 8.288 eV

=====

# 3
C50H43IrN6O4S3 | ωB97M-V with the def2-TZVPD basis set

```
! wB97M-V def2-TZVPD RIJCOSX def2/J DEFGRID3
* xyz 3 2
Ir -1.5087 -1.0163 -1.0091
S -0.2865 -1.2050 1.9738
S 1.6627 0.4351 0.8560
S 1.6481 -1.2789 -1.4479
O -3.5348 -1.2252 -0.5558
O -2.8013 -1.2273 -2.5858
O 2.6718 5.4186 0.0883
O 2.0709 2.9373 -1.5716
N 2.2926 -0.1980 -0.4104
N 1.0957 4.9851 -1.5211
N -0.6712 -1.6732 0.6175
N -1.5203 0.8356 -1.1160
N 0.2488 -1.1067 -1.9832
N 1.1455 -0.4368 2.0370
C 4.1996 2.0065 3.5269
C 2.7378 -1.0547 -2.8181
C -0.2291 1.4931 -1.0015
C 0.2897 -4.7505 4.6608
C -2.7433 1.5905 -1.0788
C -1.3936 -0.0991 2.8020
C -1.5588 3.6819 -1.4169
C 3.1238 1.3290 2.9761
C -3.8194 -1.3896 -1.8052
C -0.9815 3.4579 1.2203
C -6.6494 -2.0941 -4.1119
C 2.0761 -2.8601 -0.7707
C 0.0301 2.5229 1.3095
C 5.1082 2.6575 2.7034
C -3.0862 2.7651 -0.1947
C -7.4555 -2.1661 -1.8311
C -6.1876 -1.8730 -1.3680
C -0.9399 0.6685 3.8718
C 2.8460 -5.3843 -0.0142
C -7.6830 -2.2757 -3.1995
C 3.2836 -3.0198 -0.0995
C 4.0662 -0.7007 -2.6107
C -0.9343 -2.7510 4.1260
C -0.7482 -3.8684 4.9259
C 3.8865 1.9745 0.7453
C -2.8465 2.9307 -1.7030
C 4.9532 2.6406 1.3220
C 4.4092 -0.8816 -4.9857
C 2.2283 -1.3356 -4.0800
C -3.1755 1.5130 4.1338
C 1.1498 -4.5343 3.5882
C 2.9878 1.3312 1.5913
C 1.2539 -3.9332 -1.0830
C 1.0878 3.6503 -1.5983
C 2.3389 5.6900 -1.2509
C -1.9285 3.7277 0.1008
C 3.0808 -1.2395 -5.1698
C -0.2845 2.9493 -1.7695
C -3.6145 0.7234 3.0810
C -2.7234 -0.1048 2.4081
C 4.8993 -0.6118 -3.7127
C 0.9814 -3.4279 2.7776
C -0.2506 1.9209 -2.7211
C -0.0566 -2.5507 3.0687
C -1.8418 1.4813 4.5353
C -5.1482 -1.6896 -2.2852
C 1.6418 -5.2028 -0.6834
C -5.3769 -1.8023 -3.6600
C 3.6661 -4.2993 0.2739
C 0.4203 1.6145 0.3443
H -5.9914 -1.7959 -0.3071
H 0.5892 1.5482 -3.2995
H 3.1538 -6.3811 0.2731
H 0.4437 0.7785 -1.5540
H 0.3380 -3.7833 -1.6399
H 5.9510 3.1749 3.1421
H 0.4305 -5.6154 5.2950
H -4.5608 -1.6642 -4.3566
H -1.4162 -4.0467 5.7569
H 1.0145 -6.0529 -0.9143
H 2.1479 6.7506 -1.4177
H 4.3349 2.0113 4.5996
H 3.1079 5.3408 -1.9424
H 3.9202 -2.1730 0.1166
H -1.7450 -2.0646 4.3288
H -3.5952 0.9628 -1.2513
H 2.4281 0.7923 3.6025
H -1.1308 4.0669 2.1042
H -3.0712 -0.7552 1.6180
H 3.4555 5.9252 0.3301
H 0.0945 0.6202 4.1861
H -2.3745 4.7042 0.2839
H -1.5470 4.6753 -1.8592
H -4.6598 0.7233 2.8011
H -8.6768 -2.5089 -3.5584
H 1.6405 -3.2462 1.9419
H 2.7064 -1.4526 -6.1615
H 0.2607 5.5227 -1.6735
H 1.1926 -1.6196 -4.2036
H 4.6081 -4.4482 0.7846
H 3.7561 1.9552 -0.3251
H -4.0236 2.7654 0.3427
H -1.5137 2.0761 5.3773
H -3.8792 2.1392 4.6668
H -3.5343 3.1374 -2.5095
H -8.2677 -2.3157 -1.1336
H 4.4422 -0.4891 -1.6197
H 0.5763 2.5014 2.2473
H 5.6729 3.1410 0.6889
H 5.0703 -0.8156 -5.8393
H 5.9356 -0.3336 -3.5780
H -6.8402 -2.1855 -5.1720
H 1.9534 -5.2297 3.3874
*
```

calculated total energy: -104985.0565 eV
energy relative to the best compared isomer or geometry (same formula, charge and spin): 204.0 kcal/mol
orbital gap (alpha / beta): 5.614 / 5.599 eV
⟨S²⟩: 0.7764

=====

# 4
C4H16NO2 | ωB97M-V with the def2-TZVPD basis set

```
! wB97M-V def2-TZVPD RIJCOSX def2/J DEFGRID3
* xyz 1 1
O 0.4595 -2.7771 1.1183
O -3.3097 0.1820 -0.1559
N -0.4922 -0.6589 -0.3737
C -0.6486 1.4980 0.9274
C 1.5293 0.5718 -0.0783
C 2.3945 0.5167 -1.4074
C 0.0186 0.8060 -0.2841
H -0.1141 -1.3190 0.3566
H -4.0389 0.4167 -0.7074
H 1.6828 -0.3718 0.4283
H 2.0236 -0.3014 -2.0484
H -0.1184 1.4322 -1.1385
H 2.3528 1.4634 -2.0094
H 1.8281 1.4555 0.4558
H -0.3232 -1.1531 -1.2979
H 1.2557 -3.3709 1.2064
H -0.4208 2.5607 1.0064
H -1.7174 1.4776 0.7262
H 3.4726 0.3673 -1.1682
H -1.4224 -0.7368 -0.0144
H -0.1154 -2.9466 1.9227
H -3.8462 -0.1767 0.6316
H -0.4502 1.0640 1.9039
*
```

calculated total energy: -9986.2578 eV
energy relative to the best compared isomer or geometry (same formula, charge and spin): 25.9 kcal/mol
orbital gap: 12.140 eV

=====

# 5
C22H24N2O7S | ωB97M-V with the def2-TZVPD basis set

```
! wB97M-V def2-TZVPD RIJCOSX def2/J DEFGRID3
* xyz 0 1
S 2.9143 -2.7129 0.5185
O 2.9728 -0.2846 1.8797
O 3.3885 -2.9739 1.8340
O 3.8656 -1.6678 -2.2422
O -1.9381 2.1174 0.2203
O 5.3778 2.2976 -0.9541
O -2.8183 -1.4870 0.3411
O 3.1957 -3.6767 -0.4901
N 4.1750 1.0296 0.4841
N 3.7415 -1.2316 -0.0117
C 3.6285 2.2004 1.1796
C -0.8206 -1.6147 1.5316
C 2.1465 2.2559 0.9227
C -0.7519 -1.9273 -0.8631
C -1.4856 -1.6709 0.2983
C -0.1260 2.1299 1.6906
C 4.9979 1.2107 -0.6021
C 1.6820 2.2906 -0.3836
C 3.6154 -0.1816 0.8692
C 0.5248 -1.8965 1.6162
C -5.0081 -2.2312 -0.2610
C -3.9950 2.2349 -0.9404
C -3.6197 -1.8500 -0.7735
C 0.3285 2.2430 -0.6655
C 5.3996 -0.0732 -1.2989
C -5.7582 -1.0463 0.3324
C 1.2245 2.1694 1.9582
C -2.4822 2.1898 -1.0819
C 4.2747 -1.0776 -1.2861
C 1.2134 -2.2211 0.4607
C 0.5997 -2.2099 -0.7751
C -0.5914 2.1634 0.3748
H 6.2465 -0.5024 -0.7549
H -1.2252 -1.9191 -1.8323
H 0.0086 2.2662 -1.6951
H -2.1222 3.0915 -1.5959
H -4.4630 2.2228 -1.9210
H 3.8336 2.1024 2.2467
H -4.3300 1.3776 -0.3649
H -5.1585 -0.5786 1.1086
H -5.9811 -0.3097 -0.4364
H 4.1486 3.0709 0.7738
H -2.1754 1.3092 -1.6653
H 1.5702 2.1240 2.9788
H -1.3976 -1.3747 2.4098
H -3.1794 -2.7109 -1.2896
H -3.6855 -1.0080 -1.4748
H 2.3867 2.3565 -1.2010
H 1.1839 -2.4446 -1.6513
H -4.2913 3.1385 -0.4152
H -5.5749 -2.6551 -1.0917
H -6.6964 -1.3764 0.7707
H 5.7133 0.1454 -2.3207
H 1.0550 -1.8834 2.5534
H -4.8869 -3.0040 0.4996
H -0.8505 2.0642 2.4861
*
```

SMILES: CCCOc1ccc(S(=O)(=O)N2C(=O)CC(=O)N(Cc3ccc(OCC)cc3)C2=O)cc1
calculated total energy: -51351.7972 eV
energy relative to the best compared isomer or geometry (same formula, charge and spin): 15.8 kcal/mol
orbital gap: 9.068 eV

=====

# 6
C19H23NO5S | ωB97M-V with the def2-TZVPD basis set

```
! wB97M-V def2-TZVPD RIJCOSX def2/J DEFGRID3
* xyz 0 1
S -0.1336 0.9361 0.2589
O 2.4262 -1.9663 1.0218
O -0.3854 -1.6813 0.8650
O 0.2799 2.0903 1.0250
O 0.1697 0.7846 -1.1534
O 2.5807 0.2843 0.7352
N 0.0847 -1.4729 4.7181
C -1.0978 -0.7196 6.7031
C -3.7225 -0.1020 1.7643
C 4.5735 1.4788 0.6360
C -1.0911 -2.2076 4.2215
C 0.1147 -0.1559 8.7160
C 1.8952 -0.8595 0.9250
C 1.3378 -0.8492 6.7322
C -1.0992 -0.3081 8.0348
C 1.0446 -1.2919 3.8154
C 1.3287 -0.4209 8.0652
C -1.9147 0.7475 0.4313
C 0.1170 -0.9973 6.0464
C -4.5835 0.0721 0.6767
C 4.0099 0.1188 0.9103
C -2.3804 0.2585 1.6422
C 0.4193 -0.6235 1.0371
C -4.1232 0.6506 -0.5085
C -0.0945 -2.6282 -0.2347
C -2.7722 0.9923 -0.6415
H -2.3735 1.4037 -1.5670
H 0.8846 -1.7894 2.8608
H -1.7309 -2.4790 5.0658
H -2.0534 -0.1059 8.5257
H 0.1102 0.1830 9.7547
H -2.0402 -0.8293 6.1641
H -5.6300 -0.2223 0.7672
H -0.0977 -2.0899 -1.1936
H 4.3806 1.7773 -0.3977
H 0.8738 -3.0936 -0.0226
H -0.9152 -3.3450 -0.1730
H -0.7454 -3.1113 3.7117
H 4.3746 -0.6369 0.2081
H 5.6508 1.4742 0.7915
H 1.9631 -0.7508 4.0644
H -4.0769 -0.5051 2.7137
H 4.2052 -0.2020 1.9386
H 2.2708 -1.1118 6.2293
H -1.6876 0.1636 2.4759
H -1.6602 -1.6010 3.5060
H -4.8041 0.8320 -1.3399
H 4.1316 2.2307 1.2957
H 2.2717 -0.2881 8.5988
*
```

calculated total energy: -42634.6199 eV
energy relative to the best compared isomer or geometry (same formula, charge and spin): 113.2 kcal/mol
orbital gap: 5.623 eV

=====

Number 1: molecular weight 708.79 g mol⁻¹. Number 2: molecular weight 99.09 g mol⁻¹. Number 3: molecular weight 1080.35 g mol⁻¹. Number 4: molecular weight 110.18 g mol⁻¹. Number 5: molecular weight 460.51 g mol⁻¹. Number 6: molecular weight 377.46 g mol⁻¹.